C31H38As2B11Br6KN3O11S2 as an isolated structure in a non-equilibrium geometry. Source: OMol25; level of theory: ωB97M-V/def2-TZVPD.

Calculated values
E_LUMO: 1.8 eV
Kohn-Sham gap: 8.19 eV

Structure (ORCA input):
```
! wB97M-V def2-TZVPD RIJCOSX def2/J DEFGRID3
* xyz -1 1
K -0.2514 -1.3672 0.3648
C -3.7087 -0.9624 2.1293
C -3.2908 -0.0108 1.0434
N -2.6501 1.0268 1.4110
N -2.4179 2.1362 0.7838
C -1.3609 2.7303 0.4555
S 0.2899 1.9828 0.3516
S -1.4133 4.4572 0.0621
C -2.1722 5.1879 1.5823
C -3.5973 4.7952 1.8333
C -4.6117 5.2371 0.9894
C -5.9220 4.8382 1.1941
C -6.2357 3.9932 2.2503
C -5.2336 3.5625 3.1058
C -3.9233 3.9660 2.8998
C -3.6371 -0.3709 -0.3553
C -4.9109 -0.8623 -0.6372
C -5.2451 -1.3007 -1.9052
C -4.2752 -1.3194 -2.8963
C -3.0024 -0.8423 -2.6346
C -2.6916 -0.3095 -1.3887
O -1.4553 0.1975 -1.0888
H -3.1034 -0.7977 3.0176
H -4.7528 -0.7818 2.4023
H -3.6172 -1.9995 1.8093
H -1.5292 4.9211 2.4192
H -2.0868 6.2575 1.3899
H -4.3660 5.8832 0.1543
H -6.7017 5.1793 0.5246
H -7.2580 3.6717 2.4051
H -5.4671 2.9010 3.9308
H -3.1436 3.6171 3.5664
H -5.6483 -0.8836 0.1550
H -6.2481 -1.6494 -2.1140
H -4.5031 -1.7104 -3.8794
H -2.2349 -0.8836 -3.3938
Br 0.6816 -1.1401 3.2390
B 0.8028 -3.0068 3.9056
B 2.3005 -3.6838 4.5496
C 2.2127 -5.3456 4.1858
B 1.6689 -4.2607 3.0042
B 0.8524 -5.8107 3.2832
B 0.9864 -6.1896 5.0068
B 1.8825 -4.8784 5.7846
B 0.9368 -3.3836 5.6527
Br 1.0530 -1.9808 7.0180
B 0.1114 -4.9567 5.9403
Br -0.7246 -5.4168 7.6551
B -0.5350 -5.5406 4.3661
Br -2.1439 -6.6502 4.2126
B -0.0947 -4.3303 3.1164
Br -1.2616 -4.0035 1.5404
B -0.5801 -3.7808 4.7659
Br -2.2608 -2.8049 5.0593
H 3.3425 -3.1358 4.5904
H 3.1365 -5.8676 3.9961
H 2.2991 -4.0963 2.0292
H 0.9338 -6.6743 2.4859
H 1.1665 -7.2993 5.3594
H 2.6494 -5.1387 6.6405
C -2.0511 1.6385 -4.0787
O -1.5803 1.8364 -2.7473
C -0.7090 0.9132 -2.1383
O -0.0914 0.0598 -2.9562
C 0.3263 1.8084 -1.4016
C 1.2799 2.3865 -2.1256
As 1.3771 2.1354 -4.0835
C 2.4988 3.7409 -4.4058
C 2.8428 0.8209 -4.0769
C 2.9926 -0.2390 -3.2847
As 1.6305 -0.8799 -2.0038
C 1.1289 -2.4402 -3.0533
C 4.0870 -1.2341 -3.5567
O 3.9625 -2.0734 -4.4107
O 5.2343 -1.1718 -2.8689
C 5.3868 -0.3525 -1.7085
C 3.5749 1.0500 -5.3633
O 2.9358 1.0295 -6.3869
O 4.8763 1.3546 -5.4195
C 5.6356 1.5850 -4.2305
C 2.4206 3.0893 -1.4961
O 3.5170 2.5841 -1.3901
O 2.1363 4.3357 -1.1123
C 3.1645 5.0919 -0.4654
H -2.0110 2.6148 -4.5609
H -3.0786 1.2741 -4.0667
H -1.4116 0.9471 -4.6235
H 1.8877 4.6064 -4.1459
H 2.7393 3.8033 -5.4667
H 3.4262 3.7792 -3.8321
H 1.9395 -3.1624 -3.0704
H 0.9372 -2.0945 -4.0674
H 0.2316 -2.8943 -2.6352
H 6.2925 0.2400 -1.8366
H 5.5015 -1.0082 -0.8486
H 4.5371 0.3064 -1.5483
H 6.2571 0.7153 -4.0256
H 4.9950 1.7937 -3.3744
H 6.2705 2.4474 -4.4267
H 3.2700 6.0383 -0.9915
H 4.1040 4.5467 -0.4790
H 2.8581 5.2730 0.5635
O 3.2543 -2.0383 -1.0686
N 2.8049 -2.6730 -0.0730
O 1.5787 -2.6987 0.0173
*
```